Entry 1:
A structure of composition C14H23CsF4N4, computed with the ωB97M-V functional and the def2-TZVPD basis.

The LUMO energy comes out at -0.0071 Eh. For the total energy, the calculation gives -1185.80773 hartree. The gap between HOMO and LUMO is 6.37 eV. The calculation puts the energy relative to the best compared isomer or geometry (same formula, charge and spin) at 26.5 kcal/mol.

Each line ends with the natural charge from an NBO analysis.
Geometry (Å):
1 Cs 0.864 -1.215 0.917  0.93
2 C 0.764 3.547 -0.163  -0.40
3 N -0.364 2.994 0.555  -0.44
4 C -1.003 4.015 1.366  -0.41
5 C 0.023 1.849 1.366  -0.22
6 C -1.139 0.899 1.685  -0.26
7 N -0.762 0.108 2.855  -0.70
8 C -1.013 -1.188 3.037  0.13
9 C -1.489 -2.197 2.156  0.11
10 F -1.865 -1.852 0.881  -0.36
11 C -1.414 -3.562 2.418  0.36
12 F -1.804 -4.395 1.432  -0.32
13 C -0.963 -4.069 3.605  -0.44
14 C -0.549 -3.109 4.531  0.35
15 F -0.096 -3.525 5.727  -0.32
16 C -0.587 -1.763 4.290  0.24
17 F -0.143 -0.936 5.245  -0.30
18 H 0.449 4.397 -0.770  0.20
19 H 1.192 2.795 -0.830  0.18
20 H 1.564 3.897 0.514  0.16
21 H -1.837 3.594 1.926  0.21
22 H -1.393 4.815 0.736  0.20
23 H -0.302 4.455 2.095  0.16
24 H 0.488 2.130 2.324  0.19
25 H 0.794 1.308 0.804  0.15
26 H -1.385 0.355 0.766  0.16
27 H -2.031 1.504 1.878  0.20
28 H -0.952 -5.126 3.816  0.24
29 N 0.149 0.192 -2.836  -0.86
30 C 1.222 0.736 -3.677  -0.22
31 C 2.397 -0.234 -3.796  -0.40
32 C 2.841 -0.777 -2.444  -0.41
33 C 3.408 0.302 -1.535  -0.21
34 N 3.662 -0.222 -0.181  -0.87
35 H -0.309 -0.592 -3.286  0.36
36 H -0.568 0.888 -2.672  0.37
37 H 1.559 1.659 -3.200  0.18
38 H 0.892 1.020 -4.680  0.18
39 H 3.217 0.282 -4.307  0.21
40 H 2.121 -1.069 -4.448  0.20
41 H 3.572 -1.583 -2.557  0.20
42 H 1.947 -1.210 -1.994  0.20
43 H 2.692 1.119 -1.435  0.19
44 H 4.305 0.728 -1.998  0.17
45 H 3.981 0.522 0.430  0.37
46 H 4.419 -0.896 -0.207  0.36

---

Entry 2:
A cluster of 3 separate species, C14H23F6O10P in total, computed with the ωB97M-V functional and the def2-TZVPD basis.

The LUMO energy comes out at 0.0018 Eh. For the total energy, the calculation gives -2240.36713 hartree. The gap between HOMO and LUMO is 11.05 eV. The SMILES is CCCCO[P@](=O)(O)OCC(=O)O.CCOC(=O)C(F)(F)F.CCOC(=O)C(F)(F)F.

Each line ends with the natural charge from an NBO analysis.
Geometry (Å):
1 C 1.661 4.634 -1.634  -0.60
2 C 2.010 3.237 -2.139  -0.39
3 C 1.054 2.226 -1.493  -0.42
4 C -0.148 2.064 -2.388  -0.07
5 O -1.080 1.104 -1.807  -0.81
6 P -2.232 1.763 -1.027  2.57
7 O -1.911 2.910 -0.198  -1.12
8 O -2.773 0.541 -0.204  -0.99
9 O -3.281 2.085 -2.160  -0.78
10 C -4.381 2.870 -1.732  -0.19
11 C -4.141 4.312 -2.134  0.77
12 O -3.133 4.693 -2.694  -0.51
13 O -5.214 5.127 -1.865  -0.72
14 H 0.595 4.776 -1.672  0.21
15 H 2.164 5.406 -2.191  0.21
16 H 1.931 4.677 -0.593  0.20
17 H 1.907 3.223 -3.214  0.19
18 H 3.006 2.971 -1.833  0.21
19 H 0.713 2.632 -0.556  0.22
20 H 1.506 1.255 -1.376  0.21
21 H 0.191 1.632 -3.315  0.19
22 H -0.624 3.010 -2.589  0.20
23 H -3.225 0.878 0.573  0.51
24 H -5.255 2.502 -2.237  0.23
25 H -4.543 2.837 -0.664  0.20
26 H -5.249 5.277 -0.918  0.50
27 C -2.582 -2.966 -0.857  -0.64
28 C -1.756 -2.664 0.373  -0.08
29 O -1.462 -3.872 1.106  -0.47
30 C -0.431 -4.574 0.676  0.69
31 O 0.276 -4.320 -0.250  -0.55
32 C -0.208 -5.778 1.604  0.90
33 F -1.354 -6.387 1.912  -0.30
34 F 0.364 -5.355 2.736  -0.31
35 F 0.596 -6.668 1.040  -0.30
36 H -3.486 -3.511 -0.584  0.21
37 H -2.863 -2.039 -1.354  0.23
38 H -2.025 -3.583 -1.562  0.22
39 H -2.314 -2.034 1.060  0.20
40 H -0.835 -2.143 0.119  0.20
41 C 3.494 -3.695 2.280  -0.64
42 C 2.949 -2.471 1.576  -0.08
43 O 2.811 -1.363 2.486  -0.48
44 C 3.903 -0.651 2.704  0.69
45 O 4.981 -0.830 2.230  -0.54
46 C 3.575 0.512 3.653  0.90
47 F 2.811 0.109 4.670  -0.31
48 F 2.915 1.467 2.989  -0.31
49 F 4.685 1.039 4.148  -0.30
50 H 2.873 -3.951 3.138  0.22
51 H 3.513 -4.542 1.595  0.23
52 H 4.506 -3.523 2.645  0.22
53 H 1.947 -2.663 1.198  0.20
54 H 3.571 -2.184 0.730  0.20

---

Entry 3:
A cluster of 2 separate species, C14H23INO5S2 in total, computed with the ωB97M-V functional and the def2-TZVPD basis.

Its total charge is +1. The LUMO energy comes out at -0.1849 Eh. For the total energy, the calculation gives -2071.57914 hartree. The gap between HOMO and LUMO is 7.63 eV. The calculation puts the energy relative to the best compared isomer or geometry (same formula, charge and spin) at 246.9 kcal/mol.

Each line ends with the natural charge from an NBO analysis.
Geometry (Å):
1 C -4.000 3.315 2.054  -0.66
2 C -3.722 2.695 0.562  -0.43
3 C -2.120 2.799 0.093  -0.43
4 I -1.424 4.850 -0.225  0.22
5 C -1.133 1.899 1.099  0.29
6 C -0.402 2.740 2.346  -0.23
7 C 0.648 1.968 3.391  -0.11
8 C 0.853 0.347 3.102  -0.20
9 C 0.055 -0.380 1.833  0.10
10 S 0.439 -2.235 1.623  0.01
11 N -0.905 0.386 0.898  -0.39
12 C -1.629 -0.375 -0.233  -0.25
13 C -0.735 -0.133 -1.578  -0.46
14 C -0.425 -1.452 -2.487  -0.09
15 O -0.500 -2.744 -1.793  -0.58
16 C -1.492 -3.622 -2.489  -0.29
17 H -4.392 4.437 1.994  0.24
18 H -4.911 2.702 2.520  0.24
19 H -3.116 3.201 2.813  0.22
20 H -4.011 1.539 0.615  0.21
21 H -4.423 3.155 -0.268  0.25
22 H -2.095 2.272 -0.978  0.26
23 H -0.573 3.880 2.557  0.29
24 H 1.151 2.558 4.270  0.28
25 H 1.563 -0.267 3.820  0.29
26 H -0.488 -3.017 2.331  0.19
27 H -2.694 0.126 -0.440  0.24
28 H -1.855 -1.489 0.038  0.28
29 H -1.339 0.625 -2.275  0.23
30 H 0.272 0.383 -1.280  0.24
31 H 0.704 -1.346 -2.861  0.20
32 H -1.072 -1.401 -3.487  0.20
33 H -0.890 -4.165 -3.365  0.21
34 H -2.416 -3.018 -2.913  0.19
35 H -1.940 -4.396 -1.716  0.21
36 C 3.482 -1.642 -0.309  -0.10
37 C 4.619 -2.557 -0.754  -0.10
38 O 5.286 -1.844 -1.793  -0.67
39 S 5.185 -0.245 -1.488  2.49
40 O 6.412 0.170 -0.844  -0.87
41 O 4.650 0.410 -2.659  -0.87
42 O 4.016 -0.320 -0.355  -0.68
43 H 2.639 -1.693 -1.005  0.19
44 H 3.133 -1.877 0.700  0.21
45 H 4.259 -3.522 -1.118  0.22
46 H 5.335 -2.719 0.058  0.20

---

Entry 4:
The molecule C14H23N3O2S, computed with the ωB97M-V functional and the def2-TZVPD basis.

The LUMO energy comes out at 0.0184 Eh. For the total energy, the calculation gives -1260.21348 hartree. The gap between HOMO and LUMO is 9.36 eV. The calculation puts the energy relative to the best compared isomer or geometry (same formula, charge and spin) at 8.7 kcal/mol. The SMILES is C=CCCCCCCCCc1nc(SCC(=O)O)n[nH]1.

Each line ends with the natural charge from an NBO analysis.
Geometry (Å):
1 C -6.463 1.786 -0.613  -0.40
2 C -6.234 0.560 -0.183  -0.17
3 C -5.586 -0.519 -0.989  -0.44
4 C -4.334 -1.069 -0.299  -0.38
5 C -3.242 -0.009 -0.176  -0.39
6 C -1.996 -0.550 0.520  -0.39
7 C -0.907 0.514 0.634  -0.39
8 C 0.311 0.057 1.441  -0.40
9 C 1.078 -1.123 0.844  -0.38
10 C 1.686 -0.843 -0.540  -0.46
11 C 2.688 0.244 -0.480  0.40
12 N 3.975 0.097 -0.236  -0.57
13 C 4.469 1.365 -0.256  0.14
14 S 6.144 1.740 -0.008  0.31
15 C 6.737 0.157 0.701  -0.64
16 C 7.059 -0.903 -0.355  0.78
17 O 8.187 -1.224 -0.602  -0.58
18 O 6.013 -1.456 -0.944  -0.70
19 N 3.551 2.276 -0.495  -0.29
20 N 2.425 1.553 -0.637  -0.35
21 H -6.938 2.531 0.003  0.20
22 H -6.189 2.097 -1.609  0.19
23 H -6.519 0.274 0.822  0.19
24 H -5.324 -0.138 -1.978  0.20
25 H -6.301 -1.338 -1.120  0.22
26 H -3.952 -1.918 -0.872  0.20
27 H -4.600 -1.431 0.696  0.19
28 H -2.975 0.348 -1.173  0.19
29 H -3.633 0.843 0.384  0.21
30 H -2.263 -0.900 1.520  0.20
31 H -1.622 -1.408 -0.044  0.19
32 H -0.606 0.824 -0.369  0.18
33 H -1.329 1.393 1.128  0.21
34 H 0.992 0.903 1.567  0.20
35 H -0.027 -0.233 2.438  0.21
36 H 0.418 -1.986 0.759  0.21
37 H 1.887 -1.393 1.527  0.22
38 H 2.184 -1.747 -0.895  0.25
39 H 0.900 -0.577 -1.248  0.22
40 H 5.978 -0.201 1.396  0.24
41 H 7.652 0.414 1.234  0.26
42 H 5.155 -1.028 -0.664  0.51
43 H 1.550 2.014 -0.830  0.42